(1)
Here is a cluster of 4 separate species, C3H14O3S in total at a distorted geometry from the Open Molecules 2025 dataset. Energies are from ωB97M-V/def2-TZVPD.

- relative energy (zero: lowest compared OMol25 entry of this formula, charge and spin) (kcal per mole) = 26.9
- DFT total energy (eV) = -20315.0681
- LUMO (eV) = 0.48

Geometry as ORCA input:
```
! RIJCOSX wB97M-V def2-TZVPD def2/J DEFGRID3
* xyz 0 1
C 0.64 2.26 -1.25
C 1.57 1.29 -0.59
C 0.91 -0.03 -0.13
S 2.09 -1.16 0.70
H 1.19 3.15 -1.54
H 0.20 1.81 -2.14
H -0.11 2.78 -0.67
H 1.95 1.95 0.18
H 2.41 0.92 -1.30
H 0.26 0.32 0.68
H 0.45 -0.61 -1.05
H 1.70 -0.71 1.93
H -1.30 -1.55 0.42
H -1.81 -2.15 1.66
O -1.48 -1.27 1.39
H -2.65 1.83 0.92
H -2.13 0.30 1.07
O -2.70 0.99 0.45
H -2.16 -0.01 -1.09
H -2.45 -1.35 -1.95
O -1.79 -0.88 -1.39
*
```



(2)
Here is a cluster of 5 separate species, C3H14O3S in total at a distorted geometry from the Open Molecules 2025 dataset. Energies are from ωB97M-V/def2-TZVPD.

- relative energy (zero: lowest compared OMol25 entry of this formula, charge and spin) (kcal per mole) = 155.5
- DFT total energy (eV) = -20309.4905
- LUMO (eV) = -2.56

Geometry as ORCA input:
```
! RIJCOSX wB97M-V def2-TZVPD def2/J DEFGRID3
* xyz 0 1
C 0.71 -2.07 -0.45
C -0.14 -0.79 -0.31
S -0.51 -0.43 1.44
C -0.44 1.37 1.55
H 0.14 -2.89 0.01
H 0.84 -2.40 -1.47
H 1.61 -1.99 0.18
H 0.14 0.15 -0.76
H -1.06 -1.06 -0.84
H -1.42 1.82 1.39
H 0.40 1.85 1.05
H -0.31 1.48 2.63
H -4.30 0.09 1.00
H -2.76 0.26 0.85
O -3.50 -0.34 0.67
H 1.80 0.76 -1.38
H 1.80 2.63 -1.07
O 1.35 1.93 -0.58
H 1.46 -0.16 0.63
H 2.21 -0.06 -2.73
O 1.95 -0.15 -1.81
*
```



(3)
Here is a cluster of 4 separate species, C3H14O3S in total at a distorted geometry from the Open Molecules 2025 dataset. Energies are from ωB97M-V/def2-TZVPD.

- relative energy (zero: lowest compared OMol25 entry of this formula, charge and spin) (kcal per mole) = 32.6
- DFT total energy (eV) = -20314.8197
- LUMO (eV) = 0.09

Geometry as ORCA input:
```
! RIJCOSX wB97M-V def2-TZVPD def2/J DEFGRID3
* xyz 0 1
C 1.31 1.84 -1.11
C 2.30 0.91 -0.49
C 1.65 0.43 0.79
S 2.63 -0.92 1.66
H 1.80 2.43 -1.97
H 0.41 1.34 -1.34
H 1.10 2.66 -0.33
H 3.32 1.37 -0.25
H 2.40 0.06 -1.11
H 1.44 1.29 1.39
H 0.61 0.06 0.54
H 1.62 -1.74 2.13
H -0.59 -3.20 1.73
H -1.96 -2.91 1.11
O -1.09 -2.49 1.11
H -2.08 0.56 0.65
H -1.04 -0.75 0.38
O -1.63 -0.01 -0.06
H -3.60 -0.29 -0.96
H -4.12 -0.21 -2.37
O -4.46 -0.42 -1.50
*
```



(4)
Here is a cluster of 4 separate species, C3H14O4 in total at a distorted geometry from the Open Molecules 2025 dataset. Energies are from ωB97M-V/def2-TZVPD.

- relative energy (zero: lowest compared OMol25 entry of this formula, charge and spin) (kcal per mole) = 18.8
- DFT total energy (eV) = -11527.7936
- LUMO (eV) = 0.47

Geometry as ORCA input:
```
! RIJCOSX wB97M-V def2-TZVPD def2/J DEFGRID3
* xyz 0 1
C -1.08 -0.23 -0.44
O -0.41 0.87 0.17
C -2.33 -0.59 0.32
C -2.94 -1.93 -0.15
H -0.40 -1.10 -0.49
H -1.17 -0.11 -1.52
H 0.12 0.42 0.85
H -3.04 0.21 0.12
H -2.15 -0.60 1.39
H -3.52 -1.75 -1.05
H -3.41 -2.59 0.56
H -2.07 -2.52 -0.50
H 2.79 -0.11 -1.00
H 2.02 1.01 -0.32
O 2.61 0.27 -0.13
H 1.69 2.35 -2.68
H 0.57 2.40 -1.73
O 1.52 2.30 -1.73
H 2.17 -1.59 2.35
H 1.96 -0.42 1.44
O 1.57 -0.88 2.19
*
```



(5)
Here is a cluster of 2 separate species, C3H14Si4 in total at a distorted geometry from the Open Molecules 2025 dataset. Energies are from ωB97M-V/def2-TZVPD.

- relative energy (zero: lowest compared OMol25 entry of this formula, charge and spin) (kcal per mole) = 45.8
- DFT total energy (eV) = -34842.6258
- LUMO (eV) = 0.70

Geometry as ORCA input:
```
! RIJCOSX wB97M-V def2-TZVPD def2/J DEFGRID3
* xyz 0 1
C -0.05 0.86 -0.40
C 1.00 1.16 0.28
C 0.67 -0.44 0.00
Si 2.28 2.30 0.91
Si -3.53 -0.25 -0.86
Si 0.14 -1.23 1.57
Si 1.58 -1.50 -1.28
H -3.33 0.67 0.32
H -1.03 1.22 -0.72
H 3.47 1.48 0.69
H 1.96 2.77 2.26
H 2.54 3.42 0.14
H -4.73 -1.31 -0.67
H -2.25 -0.83 -1.28
H -4.16 0.84 -1.77
H -1.20 -1.75 1.36
H 0.05 -0.07 2.52
H 1.17 -2.20 1.80
H 2.94 -1.69 -0.85
H 1.64 -0.76 -2.48
H 0.83 -2.68 -1.55
*
```



(6)
Here is a cluster of 4 separate species, C3H15N2O2 in total at a distorted geometry from the Open Molecules 2025 dataset. Energies are from ωB97M-V/def2-TZVPD.

- relative energy (zero: lowest compared OMol25 entry of this formula, charge and spin) (kcal per mole) = 85.0
- DFT total energy (eV) = -10420.3400
- LUMO (eV) = -4.65

Geometry as ORCA input:
```
! RIJCOSX wB97M-V def2-TZVPD def2/J DEFGRID3
* xyz 1 1
C -0.73 -0.22 0.29
C -1.58 -1.22 -0.11
C -2.08 -0.04 1.22
N -3.18 0.66 0.62
N -0.48 0.79 -2.77
H 0.14 -0.58 0.83
H -0.60 0.68 -0.30
H -2.37 -1.03 -0.83
H -1.51 -2.24 0.23
H -1.60 0.57 2.00
H -2.36 -0.85 1.90
H -0.46 1.56 -3.43
H -3.00 1.64 0.53
H -4.06 0.50 1.08
H -1.49 0.60 -2.74
H -0.13 0.01 -3.32
H 2.34 0.49 0.06
H 2.96 -0.85 -0.30
O 2.68 -0.32 0.45
H 6.59 0.16 1.34
H 5.20 -0.02 2.01
O 5.73 -0.27 1.24
*
```



(7)
Here is a structure of composition C3H15N2O2 at a distorted geometry from the Open Molecules 2025 dataset. Energies are from ωB97M-V/def2-TZVPD.

- relative energy (zero: lowest compared OMol25 entry of this formula, charge and spin) (kcal per mole) = 205.6
- DFT total energy (eV) = -10415.1111
- LUMO (eV) = -9.44

Geometry as ORCA input:
```
! RIJCOSX wB97M-V def2-TZVPD def2/J DEFGRID3
* xyz 1 1
C -0.43 1.58 -0.08
N 0.83 1.32 -0.77
C -1.47 0.89 -0.92
N -1.41 -0.54 -0.80
C -2.03 -1.11 0.41
H -0.70 2.69 -0.12
H -0.48 1.34 0.91
H 1.63 2.00 -0.53
H 1.30 0.31 -0.55
H -1.21 1.10 -1.94
H -2.53 1.29 -0.79
H -0.51 -0.89 -0.92
H 4.36 -0.29 -1.05
H -1.56 -0.94 1.36
H -2.10 -2.19 0.32
H -3.06 -0.79 0.41
H 0.72 -0.72 1.46
H 1.67 -2.10 -0.05
O 1.08 -1.30 -0.05
H 4.69 -0.66 -1.68
H 0.74 -0.69 3.12
O 0.47 -0.31 2.26
*
```



(8)
Here is a cluster of 4 separate species, C3H15N2O3 in total at a distorted geometry from the Open Molecules 2025 dataset. Energies are from ωB97M-V/def2-TZVPD.

- relative energy (zero: lowest compared OMol25 entry of this formula, charge and spin) (kcal per mole) = 47.6
- DFT total energy (eV) = -12473.0908
- LUMO (spin up / spin down) (eV) = 0.71 / 0.59

Geometry as ORCA input:
```
! RIJCOSX wB97M-V def2-TZVPD def2/J DEFGRID3
* xyz 0 2
C -1.13 -2.23 0.10
C -0.44 -0.94 -0.09
C -0.81 0.17 -0.73
N -2.02 0.19 -1.40
N 0.83 -0.85 0.70
H -0.59 -3.13 -0.16
H -2.10 -2.32 -0.40
H -1.47 -2.29 1.14
H -0.30 1.11 -0.72
H -2.74 -0.45 -1.12
H -2.25 0.80 -2.16
H 0.63 -0.34 1.58
H 1.61 -0.46 0.14
H 1.18 -1.78 1.00
H 3.96 0.39 0.84
H 2.80 1.26 1.38
O 3.00 0.53 0.77
H -0.60 4.18 -4.70
H 0.79 3.56 -4.78
O 0.03 3.65 -4.19
H 0.09 -1.11 4.30
H -0.59 0.24 4.49
O 0.14 -0.18 4.01
*
```



(9)
Here is a cluster of 4 separate species, C3H15N2O3 in total at a distorted geometry from the Open Molecules 2025 dataset. Energies are from ωB97M-V/def2-TZVPD.

- relative energy (zero: lowest compared OMol25 entry of this formula, charge and spin) (kcal per mole) = 60.0
- DFT total energy (eV) = -12469.2344
- LUMO (eV) = -3.03

Geometry as ORCA input:
```
! RIJCOSX wB97M-V def2-TZVPD def2/J DEFGRID3
* xyz 1 1
C -2.34 -0.16 -0.48
C -1.38 -0.85 -1.37
N 0.05 -0.67 -0.85
C 0.74 -1.65 -0.21
N 1.83 -1.12 0.47
H -2.61 0.76 -1.11
H -3.16 -0.78 -0.10
H -1.81 0.18 0.52
H -1.51 -1.90 -1.35
H -1.36 -0.40 -2.47
H 0.22 0.36 -0.70
H 0.45 -2.71 -0.28
H 2.06 -0.05 0.58
H 2.41 -1.83 0.93
H 0.68 2.32 2.12
H 0.25 3.04 0.82
O 0.37 2.22 1.22
H 1.73 1.40 -2.05
H 1.76 2.39 -0.79
O 1.57 1.51 -1.12
H 0.05 -1.34 2.49
H 0.32 0.06 1.98
O -0.31 -0.77 1.75
*
```



(10)
Here is a cluster of 4 separate species, C3H15N2O3 in total at a distorted geometry from the Open Molecules 2025 dataset. Energies are from ωB97M-V/def2-TZVPD.

- relative energy (zero: lowest compared OMol25 entry of this formula, charge and spin) (kcal per mole) = 52.7
- DFT total energy (eV) = -12469.5524
- LUMO (eV) = -3.12

Geometry as ORCA input:
```
! RIJCOSX wB97M-V def2-TZVPD def2/J DEFGRID3
* xyz 1 1
C 1.96 1.08 1.77
C 1.60 -0.44 2.03
N 0.31 -0.51 1.28
C -0.53 -1.51 1.37
N -1.73 -1.44 0.70
H 2.06 1.29 0.75
H 1.39 1.83 2.34
H 3.02 1.11 2.04
H 2.52 -1.03 1.83
H 1.40 -0.60 3.16
H 0.02 0.32 0.70
H -0.22 -2.50 1.88
H -2.14 -0.78 0.02
H -2.40 -2.10 0.95
H -0.64 -0.27 -2.44
H 0.55 -0.84 -1.67
O -0.35 -0.52 -1.39
H 1.60 2.00 -3.25
H 2.14 1.29 -2.19
O 1.43 1.19 -2.76
H -2.29 2.11 -1.11
H -3.38 1.32 -1.98
O -2.56 1.30 -1.59
*
```



(11)
Here is a cluster of 3 separate species, C3H15N3O2 in total at a distorted geometry from the Open Molecules 2025 dataset. Energies are from ωB97M-V/def2-TZVPD.

- relative energy (zero: lowest compared OMol25 entry of this formula, charge and spin) (kcal per mole) = 14.7
- DFT total energy (eV) = -11918.6975
- LUMO (eV) = 0.61

Geometry as ORCA input:
```
! RIJCOSX wB97M-V def2-TZVPD def2/J DEFGRID3
* xyz 0 1
C 1.02 0.04 -0.54
N -0.38 -0.16 -0.90
C -1.34 0.92 -0.85
N -1.95 1.25 -2.13
C 1.43 -0.53 0.83
N 0.44 -0.24 1.84
H 1.20 1.11 -0.52
H 1.62 -0.45 -1.31
H -0.71 -1.08 -0.68
H -0.88 1.77 -0.35
H -2.16 0.65 -0.17
H -1.46 2.02 -2.58
H -1.83 0.48 -2.78
H 1.64 -1.60 0.78
H 2.37 -0.01 1.04
H 0.36 -0.87 2.62
H -0.44 0.17 1.60
H -0.61 -3.01 -1.15
H -2.09 -3.08 -1.50
O -1.48 -3.17 -0.76
H 1.67 2.20 3.28
H 1.52 1.51 1.82
O 2.04 2.08 2.41
*
```



(12)
Here is a cluster of 5 separate species, C3H15NO3 in total at a distorted geometry from the Open Molecules 2025 dataset. Energies are from ωB97M-V/def2-TZVPD.

- relative energy (zero: lowest compared OMol25 entry of this formula, charge and spin) (kcal per mole) = 143.3
- DFT total energy (eV) = -10972.0098
- LUMO (spin up / spin down) (eV) = -6.86 / -7.53

Geometry as ORCA input:
```
! RIJCOSX wB97M-V def2-TZVPD def2/J DEFGRID3
* xyz 1 2
C 1.19 0.12 1.61
N 0.15 -0.93 1.58
C 0.51 -2.32 1.93
C -0.80 -0.93 0.50
H 0.95 1.12 2.17
H 2.13 -0.27 2.07
H 1.51 0.38 0.53
H -0.31 -2.84 2.43
H 1.34 -2.26 2.67
H 1.00 -2.89 1.04
H -1.80 -1.37 0.84
H -1.00 0.05 0.02
H -0.33 -1.60 -0.38
H 0.43 -0.08 -3.31
H 0.53 0.84 -1.76
O 0.21 -0.06 -2.34
H -2.69 1.99 -2.00
H -0.24 1.50 0.55
O -2.12 1.44 -1.43
H 1.47 2.67 -1.32
H -1.25 1.43 -1.91
O 0.88 1.95 -0.84
*
```